(1)
Entry from the OMol25 dataset: a gas-phase ion, C4H6Cl2N3 (charge +1) in a non-equilibrium geometry (ωB97M-V with the def2-TZVPD basis set).

Results
SMILES: [H]/N=C(\Cl)N/C=C\C(=[NH2+])Cl
Net charge: +1
E_HOMO: -13.373 eV
ΔE to the lowest compared entry with this formula, charge and spin: 33.3 kcal per mole
2S+1: 1

Each line ends with the Mulliken charge.
Element x y z (Å)
1 C -0.985 0.758 0.547  -0.863
2 C 0.176 1.213 1.111  -0.056
3 C 1.672 -0.483 0.285  0.417
4 C -1.361 -0.411 -0.298  0.757
5 N 1.426 0.707 0.920  -0.188
6 N 0.741 -1.263 0.061  -0.425
7 N -1.516 -0.201 -1.654  -0.289
8 Cl 3.382 -0.740 -0.155  -0.141
9 Cl -2.233 -1.528 0.530  -0.004
10 H -1.977 1.266 0.571  0.332
11 H 0.100 2.093 1.645  0.467
12 H 2.238 1.243 1.224  0.231
13 H 1.086 -2.146 -0.414  0.215
14 H -1.560 -1.069 -2.247  0.285
15 H -1.189 0.560 -2.129  0.261


(2)
Entry from the OMol25 dataset: 2 unconnected molecules or ions with the total composition C4H6Cl2N3O2 in a non-equilibrium geometry (ωB97M-V with the def2-TZVPD basis set).

Results
Net charge: +1
E_HOMO (alpha / beta): -12.773 / -12.773 eV
ΔE to the lowest compared entry with this formula, charge and spin: 74.0 kcal per mole
2S+1: 1

Each line ends with the Mulliken charge.
Element x y z (Å)
1 C -1.909 -1.660 0.526  0.401
2 C 0.078 -2.886 0.598  0.558
3 C 0.066 -0.496 0.338  0.755
4 C 0.397 1.954 0.605  -0.619
5 N -1.325 -0.523 0.451  -0.388
6 N -1.219 -2.914 0.541  -0.138
7 N 0.735 -1.751 0.509  -0.037
8 O -0.019 -0.846 -1.775  -0.739
9 O 0.804 0.522 0.589  -0.330
10 Cl -3.585 -1.686 0.391  -0.068
11 Cl 0.910 -4.348 0.528  -0.065
12 H -0.107 2.066 1.532  0.323
13 H -0.179 2.358 -0.369  0.302
14 H 1.335 2.498 0.474  0.284
15 H -1.690 -3.804 0.316  0.296
16 H 1.663 -1.822 0.259  0.222
17 H 0.630 -0.491 -2.403  0.243


(3)
Entry from the OMol25 dataset: a gas-phase ion, C4H6Cl2N3S (charge +1) in a non-equilibrium geometry (ωB97M-V with the def2-TZVPD basis set).

Results
⟨S²⟩: 2.0369
Net charge: +1
E_HOMO (alpha / beta): -9.563 / -13.781 eV
ΔE to the lowest compared entry with this formula, charge and spin: 0.0 kcal per mole
2S+1: 3

Each line ends with the Mulliken charge.
Element x y z (Å)
1 C -0.714 0.429 2.427  -0.125
2 C 1.741 0.471 2.655  0.449
3 C -0.876 0.197 -0.072  0.452
4 C -0.662 -0.636 -2.676  -0.931
5 N -0.841 0.152 1.199  -0.139
6 N 0.424 0.554 3.115  -0.201
7 N 2.023 0.343 1.455  -0.514
8 S -0.885 -1.251 -0.986  0.297
9 Cl 2.852 0.564 4.013  -0.169
10 Cl -0.915 1.734 -0.833  -0.106
11 H -1.622 0.502 3.029  0.387
12 H 0.215 0.002 -2.706  0.388
13 H -1.543 -0.105 -3.018  0.387
14 H -0.502 -1.516 -3.291  0.349
15 H 0.352 0.698 4.119  0.220
16 H 3.000 0.280 1.197  0.255


(4)
Entry from the OMol25 dataset: C4H6Cl2O in the gas phase in a non-equilibrium geometry (ωB97M-V with the def2-TZVPD basis set).

Results
SMILES: CC(CO)=C(Cl)Cl
E_HOMO: -8.923 eV
ΔE to the lowest compared entry with this formula, charge and spin: 29.6 kcal per mole
2S+1: 1

Each line ends with the Mulliken charge.
Element x y z (Å)
1 C -0.171 -0.126 0.130  0.400
2 C -1.559 -0.177 0.112  0.325
3 C 0.665 -1.318 0.210  -1.326
4 C 0.564 1.230 0.202  -0.536
5 O 0.513 1.891 -1.053  -0.461
6 Cl -2.786 0.953 0.402  -0.155
7 Cl -2.308 -1.678 -0.361  -0.216
8 H 0.124 -2.211 0.359  0.431
9 H 1.460 -1.124 0.893  0.339
10 H 1.147 -1.532 -0.799  0.271
11 H -0.039 1.796 1.005  0.322
12 H 1.521 0.938 0.647  0.279
13 H 0.870 1.358 -1.747  0.326


(5)
Entry from the OMol25 dataset: 2 unconnected molecules or ions with the total composition C4H6Cl2O in a non-equilibrium geometry (ωB97M-V with the def2-TZVPD basis set).

Results
E_HOMO: -8.953 eV
ΔE to the lowest compared entry with this formula, charge and spin: 102.5 kcal per mole
2S+1: 1

Each line ends with the Mulliken charge.
Element x y z (Å)
1 C 0.819 1.530 -1.256  -0.763
2 C 0.802 0.314 -0.772  0.111
3 C -2.975 -0.380 0.842  0.007
4 C 0.981 -1.367 0.967  -0.735
5 O 0.543 -0.031 0.490  -0.308
6 Cl -3.498 0.302 -0.625  -0.038
7 Cl -2.159 0.715 1.783  0.015
8 H 0.603 2.472 -0.787  0.272
9 H 0.851 1.756 -2.369  0.197
10 H 0.908 -0.467 -1.483  0.319
11 H 0.774 -1.273 2.056  0.223
12 H 1.984 -1.489 0.613  0.359
13 H 0.366 -2.083 0.541  0.340


(6)
Entry from the OMol25 dataset: C4H6Cl2S in the gas phase in a non-equilibrium geometry (ωB97M-V with the def2-TZVPD basis set).

Results
SMILES: ClC(Cl)C[C@H]1CS1
E_HOMO: -9.018 eV
ΔE to the lowest compared entry with this formula, charge and spin: 5.4 kcal per mole
2S+1: 1

Each line ends with the Mulliken charge.
Element x y z (Å)
1 C -0.479 -1.767 0.000  -0.011
2 C 0.063 -0.442 0.485  -0.827
3 C -0.144 0.783 -0.354  0.139
4 C 0.649 1.919 0.012  -0.861
5 H -0.022 -2.555 0.553  0.341
6 H 1.183 -0.675 0.601  0.301
7 H -0.359 -0.220 1.457  0.353
8 H -1.226 1.003 -0.554  0.357
9 H 0.207 2.873 0.024  0.333
10 H 1.293 1.787 0.883  0.291
11 S 1.070 1.320 -1.598  -0.093
12 Cl -2.168 -2.058 0.225  -0.169
13 Cl -0.067 -1.968 -1.735  -0.154


(7)
Entry from the OMol25 dataset: a molecular structure, C4H6Cl3NOOsS3Si in a non-equilibrium geometry (ωB97M-V with the def2-TZVPD basis set).

Results
E_HOMO (alpha / beta): -8.929 / -8.658 eV
2S+1: 1

Each line ends with the Mulliken charge.
Element x y z (Å)
1 Os 1.829 0.876 -1.010  0.657
2 C -2.580 0.099 0.211  -1.634
3 C -1.086 0.231 0.145  0.718
4 S -0.561 1.358 -1.064  -0.196
5 C -0.268 -0.481 0.982  0.516
6 C -0.791 -1.447 2.001  -1.466
7 S 1.470 -0.414 1.015  -0.191
8 H -3.040 0.714 -0.557  0.428
9 H -2.960 0.422 1.179  0.362
10 H -2.878 -0.935 0.046  0.351
11 H -1.873 -1.473 2.056  0.378
12 H -0.395 -1.193 2.982  0.357
13 H -0.426 -2.442 1.748  0.328
14 Cl 0.647 -0.617 -4.317  -0.285
15 Si 1.737 -0.917 -2.567  0.574
16 Cl 1.124 -2.834 -2.000  -0.270
17 Cl 3.690 -1.230 -3.302  -0.301
18 O 2.525 4.531 1.264  -0.476
19 S 1.727 3.324 1.178  0.530
20 N 2.108 2.428 0.010  -0.379


(8)
Entry from the OMol25 dataset: 2 unconnected molecules or ions with the total composition C4H6Cl3O2P in a non-equilibrium geometry (ωB97M-V with the def2-TZVPD basis set).

Results
E_HOMO: -8.986 eV
ΔE to the lowest compared entry with this formula, charge and spin: 82.5 kcal per mole
2S+1: 1

Each line ends with the Mulliken charge.
Element x y z (Å)
1 C -1.081 -0.011 -1.615  -0.046
2 C 0.710 -0.655 -0.009  0.166
3 C -0.779 1.373 -2.058  -0.815
4 C 2.283 -0.629 1.802  -0.937
5 O -1.654 -1.528 0.659  -0.585
6 O 1.329 -0.069 0.866  -0.193
7 P -1.790 -0.241 0.011  1.013
8 Cl 0.939 -2.291 -0.129  -0.102
9 Cl -1.354 1.447 1.298  -0.305
10 Cl -3.754 -0.047 -0.327  -0.268
11 H -1.765 1.762 -2.278  0.356
12 H -0.209 1.378 -2.882  0.344
13 H -0.468 2.131 -1.224  0.245
14 H 2.575 0.060 2.586  0.252
15 H 2.948 -1.052 1.110  0.476
16 H 2.071 -1.629 2.191  0.399


(9)
Entry from the OMol25 dataset: C4H6Cl3P in the gas phase in a non-equilibrium geometry (ωB97M-V with the def2-TZVPD basis set).

Results
E_HOMO (alpha / beta): -8.353 / -8.070 eV
ΔE to the lowest compared entry with this formula, charge and spin: 72.4 kcal per mole
2S+1: 1

Each line ends with the Mulliken charge.
Element x y z (Å)
1 C 0.236 0.505 0.182  -0.214
2 C -0.086 0.491 -1.279  -0.859
3 C -0.437 -0.666 0.973  -0.706
4 C -2.648 0.593 0.001  0.203
5 P -2.296 -0.809 1.034  0.186
6 Cl -2.580 2.011 0.808  -0.123
7 Cl -4.112 0.496 -0.915  -0.155
8 Cl -2.615 -2.319 -0.203  -0.218
9 H 1.369 0.378 0.168  0.346
10 H -0.126 1.411 0.825  0.188
11 H -0.171 1.472 -1.851  0.254
12 H 0.049 -0.345 -1.887  0.383
13 H -0.090 -1.716 0.498  0.328
14 H -0.210 -0.609 2.018  0.387


(10)
Entry from the OMol25 dataset: 2 unconnected molecules or ions with the total composition C4H6Cl3P in a non-equilibrium geometry (ωB97M-V with the def2-TZVPD basis set).

Results
SMILES: ClC1=CCCP1Cl.Cl
E_HOMO: -9.377 eV
ΔE to the lowest compared entry with this formula, charge and spin: 0.0 kcal per mole
2S+1: 1

Each line ends with the Mulliken charge.
Element x y z (Å)
1 C 0.103 1.660 -0.352  -0.451
2 C -0.970 0.760 0.229  -0.397
3 C 1.440 1.003 0.019  -0.882
4 C -0.568 -0.420 0.667  0.287
5 P 1.152 -0.795 0.263  0.004
6 Cl -1.569 -1.411 1.628  -0.222
7 Cl -0.961 -4.095 -0.645  -0.239
8 Cl 0.770 -1.386 -1.568  -0.191
9 H -0.063 1.782 -1.458  0.254
10 H 0.097 2.680 0.016  0.363
11 H -1.823 1.394 0.402  0.381
12 H -1.353 -3.792 0.528  0.213
13 H 2.178 1.283 -0.700  0.422
14 H 1.568 1.337 0.972  0.458


(11)
Entry from the OMol25 dataset: C4H6ClF in the gas phase in a non-equilibrium geometry (ωB97M-V with the def2-TZVPD basis set).

Results
SMILES: FC/C=C\CCl
E_HOMO: -9.933 eV
ΔE to the lowest compared entry with this formula, charge and spin: 12.0 kcal per mole
2S+1: 1

Each line ends with the Mulliken charge.
Element x y z (Å)
1 C -1.136 0.516 0.695  -0.389
2 C -0.150 1.163 -0.221  -0.477
3 C 1.117 0.763 -0.301  -0.158
4 C 1.686 -0.498 0.222  -0.250
5 H -0.719 -0.107 1.466  0.243
6 H -1.762 1.300 1.179  0.310
7 H -0.457 2.145 -0.524  0.374
8 H 1.852 1.414 -0.753  0.381
9 H 1.096 -1.297 -0.291  0.234
10 H 1.595 -0.634 1.318  0.233
11 F 3.017 -0.525 -0.080  -0.293
12 Cl -2.227 -0.574 -0.238  -0.208


(12)
Entry from the OMol25 dataset: C4H6ClFS2 in the gas phase in a non-equilibrium geometry (ωB97M-V with the def2-TZVPD basis set).

Results
SMILES: FC[C@@H](CCl)C(=S)S
E_HOMO: -8.989 eV
ΔE to the lowest compared entry with this formula, charge and spin: 9.9 kcal per mole
2S+1: 1

Each line ends with the Mulliken charge.
Element x y z (Å)
1 C -1.229 -0.540 -0.206  0.151
2 C 0.216 0.042 -0.365  0.139
3 C 0.254 1.503 0.113  -0.437
4 C 1.314 -0.791 0.122  -0.896
5 H -3.076 -1.151 0.985  0.161
6 H 0.323 0.108 -1.452  0.325
7 H -0.058 1.630 1.159  0.289
8 H -0.348 2.092 -0.591  0.301
9 H 2.265 -0.355 -0.261  0.369
10 H 1.443 -0.844 1.200  0.434
11 F 1.545 2.066 0.049  -0.304
12 S -1.770 -1.118 1.273  -0.148
13 S -2.260 -0.197 -1.449  -0.202
14 Cl 1.381 -2.446 -0.577  -0.182


(13)
Entry from the OMol25 dataset: C4H6ClN3 in the gas phase in a non-equilibrium geometry (ωB97M-V with the def2-TZVPD basis set).

Results
E_HOMO: -8.183 eV
ΔE to the lowest compared entry with this formula, charge and spin: 132.7 kcal per mole
2S+1: 1

Each line ends with the Mulliken charge.
Element x y z (Å)
1 C -1.171 1.600 0.232  -0.540
2 C 0.471 -1.257 1.168  0.249
3 C -0.325 1.310 -0.734  0.383
4 C 0.719 -2.712 1.278  -0.726
5 N 0.784 0.324 -0.588  -1.056
6 N 0.710 -0.610 0.202  0.616
7 N -0.276 2.044 -1.949  -0.478
8 Cl -1.787 3.306 0.212  -0.199
9 H 1.371 -3.016 2.055  0.257
10 H -0.192 -3.327 1.459  0.232
11 H 1.207 -2.930 0.290  0.297
12 H -1.479 1.204 1.082  0.488
13 H -0.657 1.580 -2.784  0.242
14 H 0.625 2.484 -1.921  0.237


(14)
Entry from the OMol25 dataset: C4H6ClNO2 in the gas phase in a non-equilibrium geometry (ωB97M-V with the def2-TZVPD basis set).

Results
SMILES: O=C[C@H](/C=N/O)CCl
E_HOMO: -10.061 eV
ΔE to the lowest compared entry with this formula, charge and spin: 176.6 kcal per mole
2S+1: 1

Each line ends with the Mulliken charge.
Element x y z (Å)
1 C 0.801 -0.652 0.539  -0.228
2 C -0.460 0.190 0.485  0.289
3 C -1.652 -0.301 -0.447  -0.435
4 C -0.065 1.599 0.033  -0.087
5 H 3.344 -0.703 -1.007  0.357
6 H 0.880 -1.406 1.372  0.383
7 H -1.194 0.477 1.471  0.334
8 H -1.610 -0.091 -1.563  0.330
9 H -2.759 0.003 -0.060  0.337
10 H 1.139 2.111 0.007  0.277
11 N 1.528 -0.171 -0.449  -0.337
12 O 2.806 -0.960 -0.132  -0.448
13 O -1.351 2.097 -0.166  -0.511
14 Cl -1.404 -2.194 -0.082  -0.261


(15)
Entry from the OMol25 dataset: C4H6ClNOS in the gas phase (ωB97M-V with the def2-TZVPD basis set).

Results
SMILES: O=C1NSCC[C@@H]1Cl
E_HOMO: -8.765 eV
ΔE to the lowest compared entry with this formula, charge and spin: 6.1 kcal per mole
2S+1: 1

Each line ends with the Mulliken charge.
Element x y z (Å)
1 C 0.475 -1.028 -0.233  0.162
2 C 1.146 -0.468 1.024  -0.804
3 C 0.927 1.033 1.190  -0.603
4 C -0.991 -0.643 -0.451  0.323
5 H 0.531 -2.106 -0.245  0.331
6 H 2.210 -0.691 0.981  0.352
7 H 0.732 -0.982 1.896  0.308
8 H 1.258 1.617 0.309  0.336
9 H 1.445 1.408 2.092  0.343
10 H -2.353 0.770 -0.190  0.263
11 N -1.416 0.551 0.064  -0.211
12 O -1.705 -1.323 -1.170  -0.599
13 S -0.820 1.353 1.478  -0.027
14 Cl 1.382 -0.488 -1.691  -0.174


(16)
Entry from the OMol25 dataset: 2 unconnected molecules or ions with the total composition C4H6ClO2P in a non-equilibrium geometry (ωB97M-V with the def2-TZVPD basis set).

Results
⟨S²⟩: 2.0087
E_HOMO (alpha / beta): -6.346 / -10.292 eV
2S+1: 3

Each line ends with the Mulliken charge.
Element x y z (Å)
1 C -0.368 -0.026 1.392  0.391
2 C -0.610 1.495 -1.001  0.132
3 C 0.375 -0.905 -1.405  -0.659
4 C -0.744 0.184 -1.244  -0.183
5 O -0.678 -1.133 1.130  -0.414
6 O -0.922 2.605 -0.786  -0.364
7 P 1.287 0.777 1.864  -0.025
8 Cl -1.521 1.155 1.628  -0.127
9 H 1.198 -0.601 -0.802  0.210
10 H -0.051 -1.909 -1.109  0.279
11 H 0.696 -0.860 -2.494  0.351
12 H -1.719 -0.201 -1.659  0.257
13 H 1.922 -0.411 1.491  0.050
14 H 1.136 -0.171 2.995  0.105